Entry 1:
# C4H8NO2

A gas-phase ion, C4H8NO2 (charge +1) at a distorted geometry (the ωB97M-V functional and the def2-TZVPD basis, OMol25).

Results
total charge = +1
expectation value of S² = 2.0110
E = -9849.3740 eV
multiplicity = 3
energy relative to the best compared isomer or geometry (same formula, charge and spin) = 235.46 kJ/mol
HOMO energy (spin up / spin down) = -10.2 / -14.6 eV
lowest unoccupied orbital energy (spin up / spin down) = -3.473 / -7.183 eV
max |F| = 10.555 eV Å⁻¹

Atoms and positions in Å:
C -0.6093 -0.2144 1.5833
C -2.0877 0.2424 -0.7035
C -0.7126 -0.2359 0.2461
C 1.5088 0.5996 -0.9019
N 0.4474 -0.4242 -0.7451
O -1.9809 -0.0373 -1.8713
O 0.5522 -0.4788 2.1347
H -1.4627 -0.2962 2.1833
H -2.9329 0.5174 -0.1213
H 2.2120 0.7573 0.0404
H 2.1238 0.1069 -1.6845
H 1.1287 1.6401 -1.2252
H 1.0455 -1.2428 -0.2988
H -0.0013 -0.4766 -1.7297
H 0.7690 -0.4576 3.0937

Entry 2:
# C68H116BN20O12

13 unconnected molecules or ions with the total composition C68H116BN20O12 at a distorted geometry (the ωB97M-V functional and the def2-TZVPD basis, OMol25).

Results
total charge = +7
E = -127375.4015 eV
HOMO energy = -16.7 eV
lowest unoccupied orbital energy = -12.613 eV
max |F| = 6.153 eV Å⁻¹

Atoms and positions in Å:
O -2.4635 0.3512 -2.2116
C -1.6091 -0.1842 -1.5096
O -1.2082 0.2356 -0.3843
B -0.1502 -0.6052 0.1978
O -0.1708 -1.8053 -0.6773
C -0.9143 -1.5005 -1.7761
O -1.0887 -2.2548 -2.7024
O -0.4587 -0.8393 1.6126
C 0.5930 -0.4797 2.3873
O 0.6129 -0.4598 3.6073
C 1.7239 -0.0206 1.4262
O 1.1497 0.0666 0.1886
O 2.9072 0.0756 1.6423
C -3.4193 -2.9939 0.9593
C -2.9525 -4.4286 1.2415
N -1.6094 -4.4849 1.7408
C -0.4342 -4.2993 0.9493
C 0.6647 -4.2641 1.7897
N 0.1955 -4.5252 3.0295
C -1.1852 -4.6792 3.0394
C 0.9891 -4.8807 4.1635
H -4.5062 -2.9298 1.0109
H -3.3064 -2.7776 -0.1030
H -2.9394 -2.2398 1.5831
H -3.1156 -4.9437 0.2948
H -3.5483 -4.8491 2.0516
H -0.4940 -4.1283 -0.1154
H 1.7094 -4.1263 1.5530
H -1.7750 -4.9389 3.9061
H 1.4586 -3.9287 4.4111
H 1.7628 -5.6036 3.9045
H 0.4343 -5.2433 5.0288
C -2.0956 -5.5403 -2.6775
C -1.6261 -7.0518 -2.4805
N -2.1823 -7.8156 -3.5822
C -1.4792 -8.1788 -4.7199
C -2.3027 -8.9794 -5.5431
N -3.4580 -9.1684 -4.8714
C -3.4084 -8.5012 -3.6926
C -4.6228 -9.8254 -5.4113
H -1.9127 -5.2244 -3.7046
H -1.4913 -4.7738 -2.1922
H -3.1626 -5.3301 -2.6041
H -1.9661 -7.4820 -1.5385
H -0.5390 -7.0365 -2.4019
H -0.4473 -7.9022 -4.8778
H -2.0833 -9.4519 -6.4892
H -4.2316 -8.4212 -2.9980
H -4.8579 -9.3363 -6.3566
H -5.5710 -9.7483 -4.8792
H -4.4356 -10.8804 -5.6115
C -2.8732 4.6165 6.0938
C -2.0795 3.6907 5.1403
N -2.7218 2.3327 4.8521
C -4.0015 2.1047 4.4854
C -4.2159 0.6990 4.4519
N -2.9639 0.1129 4.7745
C -2.0812 1.1385 4.9749
C -2.6839 -1.3259 4.8900
H -3.5338 4.2326 6.8712
H -3.4957 5.3328 5.5578
H -2.0942 5.1938 6.5918
H -1.0696 3.4956 5.5010
H -1.9381 4.1265 4.1512
H -4.6846 2.8973 4.2180
H -5.0985 0.1203 4.2224
H -1.0261 1.1029 5.2027
H -2.6454 -1.6258 5.9372
H -1.6696 -1.5598 4.5666
H -3.4268 -1.8218 4.2653
C 2.2200 6.7740 0.7992
C 1.7347 5.5162 0.0889
N 2.6536 4.5337 -0.1521
C 2.4657 3.1704 -0.0188
C 3.6493 2.5738 -0.3989
N 4.4531 3.5189 -0.9533
C 3.9015 4.7544 -0.6976
C 5.6757 3.3509 -1.7767
H 1.4390 7.5101 0.6092
H 3.1839 7.1320 0.4374
H 2.2966 6.5894 1.8708
H 1.5538 5.8167 -0.9431
H 0.8630 5.0977 0.5919
H 1.5106 2.7995 0.3225
H 3.9167 1.5415 -0.5698
H 4.3025 5.6867 -1.0668
H 5.4649 3.7593 -2.7650
H 5.9679 2.3137 -1.9409
H 6.4713 3.8877 -1.2600
C 9.4819 -0.6868 6.8238
C 8.8748 -2.0284 6.5792
N 7.8212 -1.9465 5.5677
C 8.0091 -1.9132 4.1603
C 6.7504 -1.6773 3.5525
N 5.8202 -1.7222 4.5307
C 6.4570 -1.9264 5.7092
C 4.4073 -1.4559 4.2242
H 8.7550 -0.0575 7.3374
H 9.8961 -0.1565 5.9664
H 10.2394 -0.7352 7.6061
H 8.4856 -2.4079 7.5239
H 9.6805 -2.6113 6.1330
H 8.9599 -2.0130 3.6580
H 6.5602 -1.4566 2.5125
H 5.9467 -1.7953 6.6519
H 3.8835 -1.6004 5.1691
H 4.0701 -2.1033 3.4147
H 4.3746 -0.4047 3.9378
C 5.0309 -1.4242 -0.5302
C 3.9446 -1.2845 -1.6770
N 3.3200 -2.4957 -2.1803
C 3.2099 -3.7213 -1.4901
C 2.3890 -4.5376 -2.2972
N 1.9158 -3.8220 -3.3861
C 2.4994 -2.5674 -3.2647
C 1.0140 -4.3693 -4.4064
H 4.6665 -1.6323 0.4758
H 5.5518 -0.4680 -0.5801
H 5.7290 -2.2246 -0.7752
H 4.4829 -0.8052 -2.4948
H 3.0962 -0.6702 -1.3755
H 3.6513 -3.8222 -0.5096
H 2.1276 -5.5659 -2.0953
H 2.3403 -1.7191 -3.9139
H 0.5783 -5.3520 -4.2258
H 1.5552 -4.4470 -5.3493
H 0.1788 -3.6813 -4.5379
C -2.9486 -2.9773 -6.0832
C -2.2639 -1.5841 -6.4633
N -3.3158 -0.5938 -6.5401
C -3.7351 0.2415 -5.5169
C -4.8903 0.9641 -5.9511
N -5.1032 0.6175 -7.2399
C -4.2169 -0.3143 -7.5900
C -6.2362 1.0836 -8.0014
H -2.2958 -3.7860 -6.4117
H -3.8198 -3.0489 -6.7342
H -3.2051 -3.1319 -5.0351
H -1.7239 -1.6370 -7.4087
H -1.4909 -1.3570 -5.7291
H -3.2701 0.3780 -4.5517
H -5.5692 1.6700 -5.4959
H -4.1289 -0.7961 -8.5526
H -6.4619 2.1350 -7.8235
H -7.1053 0.5376 -7.6345
H -6.1169 0.8124 -9.0504
C 4.4818 4.9803 2.9927
C 4.9250 3.5401 3.2462
N 3.9585 2.7779 4.0447
C 2.6059 2.5958 3.8535
C 2.0628 1.8436 4.9055
N 3.1275 1.4854 5.7283
C 4.3068 2.0094 5.1370
C 3.0287 0.6460 6.9070
H 3.4694 4.8346 2.6160
H 5.1835 5.4615 2.3114
H 4.2850 5.6658 3.8170
H 5.9096 3.5308 3.7137
H 5.0479 2.9440 2.3419
H 2.1254 2.9821 2.9668
H 1.0971 1.3681 4.9931
H 5.3060 1.9196 5.5368
H 2.1763 -0.0074 6.7212
H 2.8275 1.2755 7.7739
H 3.9296 0.0725 7.1249
C -0.4309 3.2960 -2.0247
C 0.5364 2.7538 -3.1798
N -0.1066 2.6270 -4.4934
C 0.1897 1.7109 -5.4495
C -0.5577 2.0017 -6.6243
N -1.2995 3.1156 -6.3478
C -0.9511 3.5269 -5.0677
C -2.2571 3.7792 -7.2353
H -1.3737 2.7534 -1.9562
H -0.8601 4.2922 -2.1320
H 0.0300 3.3516 -1.0385
H 1.0894 1.8543 -2.9092
H 1.4106 3.3684 -3.3945
H 0.8762 0.9024 -5.2456
H -0.6653 1.4906 -7.5696
H -1.3464 4.4076 -4.5836
H -2.2012 3.3138 -8.2194
H -2.0060 4.8387 -7.2855
H -3.2556 3.7953 -6.7986
C -4.3358 3.0483 -2.8509
C -4.5049 3.7697 -1.5061
N -4.7887 5.1559 -1.7072
C -3.8970 6.2259 -1.6351
C -4.5926 7.3626 -1.9422
N -5.9158 7.0625 -2.0162
C -6.0182 5.7358 -1.8235
C -7.0359 7.9769 -2.0923
H -5.2553 2.7095 -3.3282
H -3.7855 2.1088 -2.7993
H -3.7668 3.7020 -3.5120
H -3.6820 3.5908 -0.8140
H -5.3368 3.2698 -1.0100
H -2.8481 5.9730 -1.5873
H -4.3270 8.4000 -2.0825
H -6.9436 5.1823 -1.7623
H -7.4314 7.6902 -3.0667
H -6.7737 9.0296 -2.1975
H -7.6940 7.9407 -1.2242
C -2.4579 2.2552 1.6176
C -1.2818 3.2330 1.5896
O -1.5446 4.2649 0.9916
O -0.1842 2.8886 2.1283
H -2.7243 1.9339 0.6107
H -3.2551 2.8148 2.1069
H -2.1972 1.3433 2.1549
C 0.0103 -2.6747 6.7597
C 1.2417 -3.3216 7.4725
O 2.1955 -2.5626 7.4808
O 1.2329 -4.5066 7.8378
H 0.2676 -1.8913 6.0468
H -0.5934 -2.2564 7.5650
H -0.7080 -3.3210 6.2553

Entry 3:
# C7H13PS

2 unconnected molecules or ions with the total composition C7H13PS at a distorted geometry (the ωB97M-V functional and the def2-TZVPD basis, OMol25).

Results
structure (SMILES) = C[C@H]1CCP=C1S.C=C
E = -27591.2317 eV
energy relative to the best compared isomer or geometry (same formula, charge and spin) = 252.93 kJ/mol
HOMO energy = -8.3 eV
lowest unoccupied orbital energy = 0.443 eV
max |F| = 4.702 eV Å⁻¹

Atoms and positions in Å:
C -2.0389 -0.4877 0.1185
C -0.4826 1.2335 -0.6234
C 0.4098 0.1826 0.1491
C -1.9469 1.0393 -0.0691
C -2.2539 1.7889 1.1945
C 3.7753 -1.6698 -0.0949
C 3.8052 -1.7099 -1.4036
P -0.6915 -1.4006 0.3743
S -3.7076 -1.0853 0.0109
H -0.1740 2.2611 -0.5627
H -0.5178 0.9513 -1.6824
H 1.2132 -0.0711 -0.4438
H 0.6374 0.5951 1.1155
H -2.8148 1.3224 -0.7772
H -1.9382 2.9024 1.0586
H -1.5411 1.5600 2.0604
H -3.2447 1.6727 1.4881
H -3.5751 -2.2381 0.7938
H 3.9665 -0.8610 0.5326
H 3.9120 -2.6211 0.5250
H 3.7007 -0.7334 -1.8937
H 3.5071 -2.6313 -1.8704

Entry 4:
# C5H7NO2S

C5H7NO2S in the gas phase at a distorted geometry (the ωB97M-V functional and the def2-TZVPD basis, OMol25).

Results
structure (SMILES) = N#C[C@H]1CCCS1(=O)=O
E = -21716.5661 eV
energy relative to the best compared isomer or geometry (same formula, charge and spin) = 191.29 kJ/mol
HOMO energy = -10.6 eV
lowest unoccupied orbital energy = 0.526 eV
max |F| = 6.634 eV Å⁻¹

Atoms and positions in Å:
C 1.6804 -1.3304 -1.1291
C -0.2946 0.9187 1.2302
C 0.9660 0.3537 0.6862
C -1.2820 0.9666 0.0405
C 0.7064 -0.9308 -0.1333
N 2.5578 -1.7192 -1.7727
O -0.8238 -0.3965 -2.3364
O -1.8956 -1.5822 -0.4288
S -0.9526 -0.6405 -0.9264
H -0.5537 0.1988 2.0718
H -0.3216 2.0381 1.5331
H 1.5015 1.0481 -0.1249
H 1.6946 0.1785 1.3370
H -2.3516 0.8916 0.0654
H -1.1259 1.6637 -0.6798
H 0.4948 -1.6584 0.5671

Entry 5:
# C5H11N3O2

C5H11N3O2 in the gas phase at a distorted geometry (the ωB97M-V functional and the def2-TZVPD basis, OMol25).

Results
structure (SMILES) = [H]/N=C(\O)[C@H](O)/C(=N\C)NC
E = -13925.6363 eV
energy relative to the best compared isomer or geometry (same formula, charge and spin) = 389.92 kJ/mol
HOMO energy = -8.8 eV
lowest unoccupied orbital energy = 0.230 eV
max |F| = 5.943 eV Å⁻¹

Atoms and positions in Å:
C 2.8596 0.9086 -2.9164
N 2.0352 -0.1358 -2.3670
C 1.5118 -0.0593 -1.1167
N 1.7332 0.9457 -0.3577
C 1.2698 0.9576 1.0130
C 0.7411 -1.3157 -0.7011
O -0.1804 -1.7891 -1.6525
C 1.7180 -2.4534 -0.4756
N 2.5879 -2.6346 0.3974
H 3.7473 1.0770 -2.2893
H 3.1863 0.6115 -3.9193
H 2.3134 1.8640 -2.9710
H 1.7764 -0.9310 -2.9326
H 1.5721 0.0564 1.5724
H 1.6815 1.8375 1.5252
H 0.1705 1.0319 1.0785
H 0.2191 -1.1602 0.2535
H -0.7779 -1.1067 -1.9696
O 0.9520 -3.8802 -0.5482
H 0.1856 -3.6257 -1.0927
H 2.3191 -3.8398 0.5613